Below is C3H4N4 as an isolated structure at a distorted geometry, with properties calculated with ωB97M-V/def2-TZVPD.

Results
Energy relative to the best compared isomer or geometry (same formula, charge and spin)   2.441 eV
HOMO-LUMO gap   10.3 eV
Total charge   0
Molecular weight   96.09 g mol⁻¹

Cartesian coordinates (Å):
C (-2.148, -0.231, -0.041)
C (1.044, 1.161, 0.027)
C (1.729, -0.772, -0.013)
H (-3.200, 0.003, -0.005)
H (-1.934, -1.278, -0.089)
H (0.839, 2.200, -0.046)
H (2.384, -1.634, 0.044)
N (-1.290, 0.704, 0.066)
N (0.002, 0.308, 0.007)
N (2.158, 0.487, -0.020)
N (0.418, -0.950, 0.071)


Below is one molecule with the formula C3H4N4 at a distorted geometry, with properties calculated with ωB97M-V/def2-TZVPD.

Results
Energy relative to the best compared isomer or geometry (same formula, charge and spin)   8.335 eV
SMILES   [H]/N=N\N=C/N1C=C1
HOMO-LUMO gap   8.6 eV
Total charge   0
Molecular weight   96.09 g mol⁻¹

Cartesian coordinates (Å):
H (2.421, 1.228, -0.961)
N (2.710, 0.860, -0.117)
N (2.073, -0.080, 0.333)
N (1.206, -0.819, -0.176)
C (-0.011, -1.121, -0.151)
N (-1.088, -0.597, 0.589)
C (-2.092, 0.194, -0.074)
C (-1.350, 0.799, 0.792)
H (-0.086, -2.063, -0.805)
H (-2.520, 0.129, -1.041)
H (-1.263, 1.471, 1.610)


Below is one molecule with the formula C3H4N4 at a distorted geometry, with properties calculated with ωB97M-V/def2-TZVPD.

Results
Energy relative to the best compared isomer or geometry (same formula, charge and spin)   3.466 eV
SMILES   Nc1ncncn1
HOMO-LUMO gap   10.2 eV
Total charge   0
Molecular weight   96.09 g mol⁻¹

Cartesian coordinates (Å):
N (1.204, 0.775, 1.696)
C (0.428, 0.349, 0.678)
N (1.074, -0.439, -0.166)
C (0.406, -0.937, -1.170)
N (-0.958, -0.675, -1.337)
C (-1.404, 0.219, -0.531)
N (-0.912, 0.575, 0.481)
H (2.212, 0.435, 1.678)
H (0.365, 1.318, 2.378)
H (0.658, -1.650, -1.783)
H (-2.678, 0.453, -0.860)


Below is one molecule with the formula C3H4N4 at a distorted geometry, with properties calculated with ωB97M-V/def2-TZVPD.

Results
Energy relative to the best compared isomer or geometry (same formula, charge and spin)   4.506 eV
SMILES   Nc1cncnn1
HOMO-LUMO gap   8.7 eV
Total charge   0
Molecular weight   96.09 g mol⁻¹

Cartesian coordinates (Å):
N (-1.084, -1.335, 1.029)
C (-0.419, -0.539, 0.148)
C (0.776, -0.127, 0.368)
N (1.343, 0.938, -0.253)
C (0.643, 1.559, -1.307)
N (-0.524, 1.158, -1.598)
N (-0.974, 0.010, -0.990)
H (-0.614, -2.283, 1.046)
H (-1.219, -1.256, 1.942)
H (1.116, -0.703, 1.167)
H (0.955, 2.578, -1.550)


Below is a 2-piece molecular cluster, C3H4N4O overall at a distorted geometry, with properties calculated with ωB97M-V/def2-TZVPD.

Results
Energy relative to the best compared isomer or geometry (same formula, charge and spin)   6.811 eV
HOMO-LUMO gap   8.4 eV
Total charge   0
Molecular weight   112.09 g mol⁻¹

Cartesian coordinates (Å):
C (1.125, 1.178, 0.165)
C (-0.066, 0.261, 0.268)
C (-2.309, 0.131, -0.113)
H (3.373, -1.159, -0.039)
H (1.544, -1.357, 1.143)
H (1.020, 2.232, -0.281)
H (-3.364, 0.256, -0.515)
N (2.320, -0.917, -0.106)
N (2.287, 0.505, -0.274)
N (-0.461, -1.020, 0.102)
N (-1.809, -1.115, -0.138)
O (-1.430, 1.055, 0.085)


Below is one molecule with the formula C3H4N4O at a distorted geometry, with properties calculated with ωB97M-V/def2-TZVPD.

Results
Energy relative to the best compared isomer or geometry (same formula, charge and spin)   1.772 eV
SMILES   [H]/N=C\n1cnnc1O
HOMO-LUMO gap   10.2 eV
Total charge   0
Molecular weight   112.09 g mol⁻¹

Cartesian coordinates (Å):
H (0.756, 1.404, 1.847)
N (1.650, 0.987, 1.588)
C (1.351, 0.195, 0.625)
N (0.014, -0.020, 0.251)
C (-1.194, 0.529, 0.645)
N (-2.117, 0.154, -0.202)
N (-1.555, -0.695, -1.134)
C (-0.271, -0.643, -0.880)
O (0.622, -1.219, -1.653)
H (2.076, -0.307, -0.087)
H (-1.459, 1.159, 1.425)
H (0.126, -1.544, -2.424)


Below is one molecule with the formula C3H4N4O at a distorted geometry, with properties calculated with ωB97M-V/def2-TZVPD.

Results
Energy relative to the best compared isomer or geometry (same formula, charge and spin)   4.805 eV
SMILES   [H]/N=C/N=c1\nc[nH]o1
HOMO-LUMO gap   9.6 eV
Total charge   0
Molecular weight   112.09 g mol⁻¹

Cartesian coordinates (Å):
H (-3.840, 0.230, 0.295)
N (-3.200, -0.406, 0.022)
C (-2.031, 0.121, 0.056)
N (-0.952, -0.831, 0.067)
C (0.178, -0.510, -0.245)
N (0.620, 0.868, -0.283)
C (1.901, 0.730, 0.128)
N (2.258, -0.665, 0.370)
O (1.211, -1.360, -0.182)
H (-1.886, 1.072, 0.105)
H (2.628, 1.456, 0.125)
H (3.112, -0.707, -0.461)


Below is C3H4N4O as an isolated structure at a distorted geometry, with properties calculated with ωB97M-V/def2-TZVPD.

Results
Energy relative to the best compared isomer or geometry (same formula, charge and spin)   2.068 eV
HOMO-LUMO gap   10.2 eV
Total charge   0
Molecular weight   112.09 g mol⁻¹

Cartesian coordinates (Å):
C (2.399, -0.005, 0.413)
C (-0.034, 0.135, -0.250)
C (-2.038, 0.322, -0.475)
H (3.266, 0.714, 0.956)
H (1.398, 1.547, -0.082)
H (-3.200, 0.520, -0.474)
H (-2.461, -1.705, 0.051)
N (1.275, 0.604, 0.012)
N (-0.942, 1.072, -0.542)
N (-1.769, -0.868, -0.225)
N (-0.356, -1.152, -0.137)
O (2.461, -1.185, 0.751)


Q: What is the total charge in the second record?
A: 0


Q: Which formula does entry 7 have?
A: C3H4N4O


Q: Among the records above, which one has the highest energy relative to the best compared isomer or geometry (same formula, charge and spin)?
A: number 2